Density functional theory data (the ωB97M-V functional and the def2-TZVPD basis) for a cluster of 8 separate species, C36H73O17S7 in total.

As for the total charge: -1. The calculation puts the energy at -5481.63349 Eh. The value obtained for the HOMO energy is -0.035 Eh. The max |F| comes out at 3.33 eV/Å. As for the energy relative to the best compared isomer or geometry (same formula, charge and spin): 23.29 kcal/mol.

Geometry as XYZ:
```
133
Properties=species:S:1:pos:R:3:lowdin_charge:R:1
C -2.818 3.429 2.889 -0.17
C -3.876 4.552 2.585 -0.32
O -3.811 4.834 1.136 -0.21
C -4.719 4.058 0.403 -0.24
C -4.116 3.720 -1.005 -0.18
O -3.304 2.553 -0.874 -0.16
C -3.870 1.421 -1.517 -0.20
C -3.618 0.050 -0.830 -0.20
O -2.267 -0.258 -0.601 -0.25
C -1.791 0.294 0.634 -0.23
C -0.557 1.191 0.325 -0.06
H -2.162 3.357 1.985 -0.02
H -3.395 2.467 2.895 -0.05
H -4.877 4.164 2.908 0.06
H -3.594 5.502 3.083 0.08
H -4.888 3.079 0.910 0.12
H -5.692 4.585 0.200 0.11
H -4.954 3.597 -1.725 0.10
H -3.509 4.589 -1.344 0.12
H -3.449 1.386 -2.550 0.12
H -4.978 1.512 -1.631 0.12
H -3.997 -0.714 -1.557 0.12
H -4.214 -0.107 0.097 0.13
H -1.559 -0.484 1.395 0.12
H -2.594 0.938 1.056 0.10
H 0.257 0.499 0.030 0.07
H -0.313 1.858 1.158 0.03
H -0.844 1.788 -0.567 0.08
C 0.359 -3.913 -3.516 -0.24
C -0.670 -4.913 -2.977 -0.21
C -0.825 -4.647 -1.475 -0.22
S -0.447 -2.904 -1.231 0.69
O 0.758 -2.803 -0.437 -0.33
O -1.649 -2.191 -0.885 -0.29
C -0.035 -2.559 -2.936 -0.21
H 0.370 -3.892 -4.602 0.08
H 1.357 -4.189 -3.173 0.11
H -1.628 -4.756 -3.479 0.12
H -0.367 -5.945 -3.165 0.11
H -1.839 -4.844 -1.132 0.10
H -0.115 -5.231 -0.889 0.10
H 0.766 -1.824 -2.980 0.11
H -0.931 -2.168 -3.419 0.11
C -7.300 1.768 7.033 -0.23
C -8.418 2.026 6.016 -0.23
C -7.813 2.840 4.866 -0.22
S -6.070 2.406 4.807 0.64
O -5.303 3.566 5.149 -0.30
O -5.816 1.633 3.621 -0.32
C -6.095 1.309 6.219 -0.23
H -7.590 1.020 7.773 0.11
H -7.062 2.694 7.563 0.12
H -8.791 1.071 5.636 0.11
H -9.262 2.551 6.468 0.11
H -8.277 2.596 3.912 0.10
H -7.886 3.910 5.052 0.10
H -5.154 1.385 6.760 0.11
H -6.234 0.292 5.849 0.10
C 4.147 -6.323 -7.263 -0.24
C 4.677 -4.989 -7.796 -0.22
C 3.581 -3.939 -7.579 -0.21
S 2.636 -4.488 -6.158 0.67
O 1.298 -4.814 -6.593 -0.32
O 2.887 -3.603 -5.051 -0.32
C 3.535 -6.010 -5.900 -0.22
H 4.936 -7.069 -7.186 0.12
H 3.382 -6.711 -7.936 0.10
H 5.574 -4.705 -7.238 0.12
H 4.953 -5.057 -8.847 0.09
H 3.998 -2.955 -7.373 0.10
H 2.905 -3.884 -8.432 0.10
H 2.857 -6.784 -5.544 0.11
H 4.308 -5.817 -5.156 0.11
C 2.416 -1.514 3.910 -0.22
C 2.639 -0.731 5.211 -0.22
C 2.161 0.704 4.969 -0.23
S 0.885 0.604 3.715 0.64
O 1.361 1.277 2.529 -0.33
O -0.384 0.901 4.308 -0.30
C 1.004 -1.159 3.449 -0.22
H 2.530 -2.588 4.058 0.11
H 3.144 -1.197 3.159 0.12
H 2.052 -1.185 6.013 0.12
H 3.685 -0.750 5.520 0.11
H 1.743 1.146 5.871 0.08
H 2.964 1.334 4.584 0.10
H 0.823 -1.389 2.400 0.10
H 0.252 -1.640 4.075 0.11
C 2.716 5.114 8.294 -0.21
C 4.019 4.671 7.621 -0.21
C 4.527 3.433 8.373 -0.23
S 3.073 2.630 9.054 0.66
O 3.140 2.698 10.494 -0.33
O 2.843 1.387 8.356 -0.34
C 1.893 3.845 8.480 -0.22
H 2.183 5.852 7.694 0.12
H 2.937 5.563 9.267 0.12
H 3.819 4.413 6.579 0.12
H 4.766 5.465 7.624 0.11
H 5.041 2.740 7.709 0.10
H 5.179 3.706 9.202 0.10
H 1.092 3.954 9.209 0.11
H 1.490 3.495 7.529 0.11
C 2.953 -5.726 -12.317 -0.22
C 4.145 -6.001 -13.241 -0.21
C 5.155 -6.839 -12.450 -0.22
S 4.203 -7.764 -11.242 0.68
O 4.566 -7.307 -9.922 -0.32
O 4.211 -9.160 -11.595 -0.32
C 2.614 -7.064 -11.667 -0.22
H 2.102 -5.321 -12.863 0.12
H 3.239 -5.000 -11.551 0.11
H 3.805 -6.563 -14.115 0.12
H 4.597 -5.077 -13.601 0.11
H 5.694 -7.535 -13.090 0.10
H 5.861 -6.209 -11.909 0.10
H 2.003 -6.965 -10.772 0.11
H 2.134 -7.737 -12.378 0.11
C 1.546 5.726 1.421 -0.23
C 0.518 4.679 1.864 -0.21
C 0.324 4.836 3.373 -0.22
S 0.677 6.552 3.750 0.66
O 1.866 6.612 4.582 -0.37
O -0.541 7.229 4.118 -0.33
C 1.125 7.030 2.085 -0.24
H 1.584 5.823 0.335 0.11
H 2.542 5.434 1.769 0.11
H -0.432 4.859 1.352 0.12
H 0.837 3.669 1.613 0.09
H -0.702 4.599 3.674 0.06
H 1.027 4.220 3.933 0.09
H 1.919 7.776 2.115 0.10
H 0.236 7.446 1.610 0.11
```

Density functional theory data (the ωB97M-V functional and the def2-TZVPD basis) for a cluster of 3 separate species, C36H74BN7O8P2 in total.

As for the total charge: 0. The calculation puts the energy at -3108.84871 Eh. The value obtained for the HOMO energy is -0.292 Eh. The max |F| comes out at 6.55 eV/Å. Its SMILES is CCCCCCCCCN1C(=O)c2cc(COCCOCC)c(B(O)O)c(CC)c2C1=O.CN(C)P(=O)(N(C)C)N(C)C.CN(C)P(=O)(N(C)C)N(C)C.

Geometry as XYZ:
```
128
Properties=species:S:1:pos:R:3:lowdin_charge:R:1
C 1.788 -0.492 -1.736 -0.11
C 0.922 -1.216 -2.787 -0.26
C -0.556 -1.355 -2.380 -0.21
C -1.219 -0.004 -2.062 -0.21
C -2.755 -0.048 -2.158 -0.20
C -3.367 0.216 -3.546 -0.21
C -3.090 1.623 -4.128 -0.18
C -3.355 1.643 -5.661 -0.16
C -2.218 2.231 -6.520 -0.15
N -1.277 1.232 -7.039 0.01
C -0.533 0.636 -5.956 -0.33
O -0.765 -0.435 -5.489 0.17
C 0.570 1.648 -5.691 -0.05
C 1.300 1.951 -4.567 0.05
C 2.258 2.965 -4.668 -0.12
C 3.000 3.295 -3.381 -0.14
O 2.055 3.540 -2.347 -0.12
C 1.554 4.868 -2.372 -0.15
C 0.233 5.004 -3.156 -0.17
O -0.746 5.660 -2.359 -0.15
C -1.758 6.292 -3.120 -0.27
C -3.173 5.879 -2.661 -0.07
C 2.496 3.618 -5.880 0.02
B 3.611 4.746 -5.977 -0.62
O 3.429 5.931 -5.310 0.18
O 4.749 4.551 -6.739 0.17
C 1.755 3.303 -7.038 -0.11
C 1.970 3.963 -8.381 -0.15
C 2.526 2.899 -9.392 -0.07
C 0.776 2.327 -6.911 -0.03
C -0.240 1.765 -7.893 -0.32
O -0.252 1.711 -9.084 0.16
H 2.065 -1.113 -0.884 0.06
H 2.715 -0.183 -2.240 0.06
H 1.324 0.446 -1.418 0.06
H 1.361 -2.214 -2.923 0.10
H 1.028 -0.721 -3.753 0.07
H -0.599 -2.036 -1.522 0.11
H -1.076 -1.860 -3.203 0.10
H -0.780 0.824 -2.629 0.09
H -0.979 0.207 -1.012 0.11
H -3.043 -1.070 -1.875 0.11
H -3.202 0.610 -1.403 0.11
H -4.457 0.150 -3.414 0.11
H -3.113 -0.587 -4.243 0.10
H -3.809 2.310 -3.670 0.10
H -2.087 1.971 -3.863 0.09
H -4.241 2.247 -5.880 0.11
H -3.580 0.634 -6.018 0.11
H -2.684 2.695 -7.395 0.13
H -1.739 3.045 -5.950 0.12
H 1.098 1.436 -3.637 0.10
H 3.558 2.411 -3.054 0.14
H 3.696 4.134 -3.478 0.12
H 1.327 5.136 -1.335 0.13
H 2.280 5.574 -2.786 0.12
H -0.161 4.020 -3.441 0.12
H 0.433 5.615 -4.047 0.12
H -1.645 6.151 -4.200 0.11
H -1.671 7.375 -2.947 0.11
H -3.661 6.691 -2.119 0.06
H -3.145 4.997 -2.020 0.07
H -3.780 5.647 -3.542 0.06
H 4.305 6.321 -5.181 0.12
H 5.117 3.677 -6.570 0.12
H 2.707 4.766 -8.360 0.10
H 1.026 4.333 -8.787 0.12
H 1.813 2.682 -10.186 0.06
H 2.699 1.945 -8.886 0.08
H 3.474 3.228 -9.822 0.07
C 2.885 -3.018 4.021 -0.13
N 2.943 -1.963 3.029 -0.31
C 4.178 -2.070 2.260 -0.14
P 2.424 -0.352 3.300 0.71
O 2.102 0.060 1.883 -0.29
N 0.799 -0.365 3.908 -0.34
C -0.066 -1.473 3.528 -0.13
C 0.119 0.904 3.678 -0.15
N 3.092 -0.248 4.946 -0.29
C 2.256 -0.196 6.139 -0.13
C 4.134 0.794 5.042 -0.14
H 3.706 -2.963 4.750 0.08
H 2.948 -3.986 3.517 0.08
H 1.947 -3.018 4.573 0.05
H 5.061 -1.832 2.872 0.08
H 4.161 -1.386 1.411 0.07
H 4.296 -3.078 1.859 0.08
H -0.049 -1.684 2.451 0.08
H -1.099 -1.266 3.817 0.08
H 0.201 -2.380 4.068 0.03
H -0.212 1.016 2.640 0.08
H 0.782 1.745 3.908 0.07
H -0.749 0.987 4.337 0.08
H 1.662 0.720 6.211 0.08
H 2.910 -0.247 7.016 0.09
H 1.592 -1.054 6.198 0.07
H 3.709 1.803 4.991 0.08
H 4.849 0.688 4.220 0.07
H 4.696 0.700 5.972 0.08
C -2.282 -4.989 9.114 -0.14
N -1.690 -4.196 8.057 -0.32
C -1.715 -2.785 8.428 -0.14
P -1.913 -4.484 6.374 0.74
O -0.607 -3.885 5.885 -0.30
N -1.520 -6.138 6.006 -0.35
C -0.540 -6.819 6.839 -0.13
C -1.181 -6.313 4.597 -0.15
N -3.645 -4.874 6.548 -0.30
C -4.178 -6.217 6.362 -0.13
C -4.493 -3.916 5.808 -0.14
H -3.336 -4.738 9.297 0.08
H -1.731 -4.819 10.041 0.09
H -2.223 -6.056 8.911 0.05
H -2.741 -2.386 8.442 0.08
H -1.132 -2.192 7.721 0.07
H -1.273 -2.636 9.415 0.08
H 0.368 -6.228 7.005 0.09
H -0.252 -7.766 6.379 0.08
H -0.962 -7.084 7.809 0.06
H -0.170 -5.961 4.367 0.08
H -1.879 -5.758 3.960 0.08
H -1.260 -7.367 4.321 0.08
H -4.094 -6.579 5.333 0.08
H -5.239 -6.204 6.632 0.09
H -3.699 -6.931 7.026 0.07
H -4.418 -4.056 4.724 0.08
H -4.189 -2.890 6.037 0.07
H -5.539 -4.015 6.100 0.08
```

In eV, the frontier orbital gap values for the records above are, in order, 2.09, 7.82.
In hartree, the LUMO values for the records above are, in order, 0.0414, -0.0045.